No. 1
C21H43MgN3O2P as an isolated structure, computed with ωB97M-V/def2-TZVPD.

Last column: Löwdin charge in e.
Cartesian coordinates (Å):
Mg (-0.143, 1.281, -0.602)  0.7497
N (-4.061, -2.836, 0.807)  0.0580
C (-4.535, -1.675, -0.042)  -0.0776
C (-3.414, -0.666, -0.159)  -0.1928
N (-2.173, -1.246, -0.684)  -0.0307
C (-1.757, -2.419, 0.065)  -0.2020
C (-2.840, -3.480, 0.198)  -0.0893
H (-4.805, -3.519, 0.940)  0.1815
H (-3.814, -2.475, 1.731)  0.1806
H (-5.421, -1.254, 0.428)  0.1415
H (-4.805, -2.097, -1.010)  0.1401
H (-3.206, -0.233, 0.825)  0.1282
H (-3.745, 0.156, -0.795)  0.0879
H (-2.258, -1.438, -1.675)  0.1098
H (-1.462, -2.091, 1.067)  0.1116
H (-0.879, -2.870, -0.389)  0.1152
H (-2.541, -4.309, 0.837)  0.1360
H (-3.149, -3.865, -0.772)  0.1380
C (1.471, 5.146, -0.244)  -0.0704
O (0.755, 3.902, -0.158)  -0.1865
C (1.228, 2.867, -0.955)  -0.4787
O (2.200, 3.072, -1.649)  -0.0223
H (0.981, 5.816, 0.456)  0.0871
H (1.418, 5.547, -1.254)  0.0905
H (2.517, 5.008, 0.023)  0.0864
C (1.341, -2.825, 1.980)  -0.1272
C (1.912, -2.380, 0.625)  -0.5451
C (3.280, -3.020, 0.381)  -0.0954
P (1.767, -0.545, 0.476)  1.0382
C (2.792, -0.066, -0.992)  -0.5509
C (4.319, -0.094, -0.928)  -0.0813
C (2.249, -0.837, -2.204)  -0.1063
C (2.487, 0.168, 2.015)  -0.5395
C (3.864, -0.315, 2.474)  -0.0934
C (2.445, 1.698, 1.928)  -0.1085
H (1.095, -3.889, 1.959)  0.0828
H (0.443, -2.271, 2.263)  0.0513
H (2.071, -2.677, 2.776)  0.0751
H (1.246, -2.750, -0.160)  0.0737
H (4.066, -2.569, 0.983)  0.0637
H (3.581, -2.963, -0.662)  0.0633
H (3.228, -4.079, 0.649)  0.0880
H (2.531, 0.979, -1.156)  0.0349
H (4.729, -1.063, -0.651)  0.0617
H (4.702, 0.656, -0.237)  0.0697
H (4.709, 0.163, -1.915)  0.0903
H (2.527, -1.893, -2.185)  0.0682
H (2.650, -0.404, -3.122)  0.0931
H (1.154, -0.791, -2.276)  0.0568
H (1.766, -0.135, 2.782)  0.0995
H (4.641, -0.131, 1.736)  0.0660
H (3.871, -1.375, 2.722)  0.0573
H (4.138, 0.228, 3.381)  0.0872
H (3.123, 2.077, 1.160)  0.0850
H (2.748, 2.130, 2.883)  0.0899
H (1.450, 2.083, 1.701)  0.0507
C (-2.382, 2.673, 1.418)  -0.0392
C (-2.872, 2.367, 0.037)  -0.4110
C (-4.092, 2.629, -0.546)  -0.0686
C (-4.007, 2.170, -1.894)  -0.0791
C (-2.741, 1.649, -2.055)  -0.4182
C (-2.103, 1.040, -3.271)  -0.0330
N (-2.047, 1.751, -0.871)  -0.0641
H (-3.180, 3.097, 2.026)  0.0802
H (-1.558, 3.394, 1.403)  0.0720
H (-2.021, 1.775, 1.941)  0.0640
H (-4.931, 3.123, -0.079)  0.0969
H (-4.769, 2.244, -2.657)  0.0993
H (-2.476, 1.505, -4.182)  0.0848
H (-2.289, -0.036, -3.370)  0.0581
H (-1.017, 1.188, -3.276)  0.0672

Values from the calculation:
* HOMO energy: -9.549 eV
* LUMO energy: -3.129 eV
* largest force on an atom: 0.566 eV/A
* total energy: -45768.11247 eV
* net charge: +1
* relative energy (zero: lowest compared OMol25 entry of this formula, charge and spin): 188.3 kJ/mol

No. 2
A 4-piece molecular cluster, C21H43N2O8PS4 overall, computed with ωB97M-V/def2-TZVPD.

Last column: Löwdin charge in e.
Cartesian coordinates (Å):
C (4.501, -2.876, 2.364)  -0.0704
C (3.282, -2.068, 1.945)  -0.3204
O (3.044, -2.311, 0.571)  -0.2247
C (2.186, -1.370, -0.048)  -0.4353
P (0.482, -1.128, 0.755)  0.8126
C (-1.260, -0.899, 1.475)  -0.4088
C (-2.370, -1.159, 0.466)  -0.2882
C (-3.787, -0.906, 1.010)  -0.2466
C (-4.369, 0.463, 0.625)  -0.4662
S (-5.008, 1.444, 2.006)  0.9849
C (-3.502, 1.823, 2.779)  -0.7200
N (-3.270, 1.814, 4.045)  0.0620
N (-1.963, 2.295, 4.196)  0.0702
C (-1.530, 2.522, 3.018)  -0.1988
O (-2.444, 2.256, 2.051)  0.0101
H (4.538, -3.793, 1.772)  0.0783
H (4.452, -3.142, 3.422)  0.0725
H (5.430, -2.329, 2.188)  0.0725
H (3.457, -0.992, 2.104)  0.1147
H (2.408, -2.347, 2.549)  0.0987
H (2.681, -0.387, -0.132)  0.0756
H (2.014, -1.748, -1.062)  0.0680
H (1.007, -0.186, 1.688)  0.0183
H (0.039, -0.587, -0.491)  0.0297
H (0.421, -2.544, 1.000)  0.0353
H (-1.323, 0.139, 1.839)  0.0472
H (-1.384, -1.556, 2.345)  0.0834
H (-2.307, -2.194, 0.107)  0.1043
H (-2.203, -0.511, -0.406)  0.0913
H (-4.464, -1.684, 0.648)  0.1052
H (-3.773, -0.999, 2.101)  0.0993
H (-5.255, 0.353, -0.008)  0.0724
H (-3.654, 1.068, 0.065)  0.0757
H (-0.553, 2.873, 2.720)  0.1380
O (2.500, 0.507, -2.583)  -0.3455
S (3.655, 1.099, -3.221)  0.6617
O (3.960, 2.489, -3.000)  -0.3224
C (5.079, 0.075, -2.859)  -0.2192
C (5.061, -0.967, -3.969)  -0.2103
C (4.760, -0.202, -5.266)  -0.2070
C (3.579, 0.730, -4.980)  -0.2110
H (4.963, -0.332, -1.856)  0.1036
H (5.960, 0.716, -2.906)  0.1091
H (6.002, -1.509, -4.036)  0.1231
H (4.277, -1.698, -3.760)  0.0951
H (5.637, 0.381, -5.551)  0.1191
H (4.524, -0.879, -6.083)  0.0882
H (3.613, 1.670, -5.524)  0.1028
H (2.623, 0.238, -5.154)  0.0969
O (3.250, -2.813, -6.542)  -0.3244
S (2.925, -3.883, -5.629)  0.6607
O (3.980, -4.652, -5.022)  -0.3172
C (1.815, -3.247, -4.372)  -0.2295
C (0.426, -3.456, -4.965)  -0.2153
C (0.443, -4.856, -5.595)  -0.2106
C (1.729, -4.970, -6.422)  -0.2157
H (2.067, -2.207, -4.173)  0.0864
H (1.970, -3.847, -3.475)  0.1127
H (-0.345, -3.364, -4.202)  0.1159
H (0.233, -2.701, -5.730)  0.1203
H (0.442, -5.611, -4.807)  0.1176
H (-0.434, -5.029, -6.217)  0.1140
H (2.150, -5.972, -6.438)  0.1030
H (1.601, -4.606, -7.439)  0.1043
O (-6.791, 6.850, 6.566)  -0.3255
S (-5.538, 6.309, 7.030)  0.6586
O (-4.976, 6.764, 8.276)  -0.3278
C (-5.637, 4.521, 7.005)  -0.2280
C (-5.176, 4.141, 5.602)  -0.2299
C (-3.956, 5.023, 5.307)  -0.2253
C (-4.321, 6.457, 5.709)  -0.2178
H (-6.658, 4.232, 7.241)  0.1068
H (-4.954, 4.150, 7.769)  0.1087
H (-4.928, 3.084, 5.534)  0.0910
H (-5.972, 4.350, 4.883)  0.1206
H (-3.105, 4.672, 5.893)  0.1142
H (-3.669, 4.975, 4.257)  0.1044
H (-3.481, 7.030, 6.092)  0.1005
H (-4.805, 7.003, 4.902)  0.1023

Values from the calculation:
* HOMO energy: -8.150 eV
* LUMO energy: 0.253 eV
* largest force on an atom: 0.332 eV/A
* total energy: -94459.64308 eV
* net charge: 0

No. 3
C21H43N2P3ReS as an isolated structure in a non-equilibrium geometry, computed with ωB97M-V/def2-TZVPD.

Last column: Löwdin spin population.
Cartesian coordinates (Å):
Re (-0.175, 0.855, -0.158)  1.6228
P (1.747, 1.841, 0.490)  0.0436
P (-1.611, 0.937, 1.832)  0.0089
P (-1.262, 2.719, -0.905)  0.0528
H (-0.778, -0.102, -2.498)  0.0008
C (0.050, 0.558, -2.155)  0.0217
C (1.348, -0.019, -1.837)  0.0548
H (2.106, 0.098, -2.633)  0.0017
C (3.303, 0.901, 0.775)  0.0131
C (1.646, 2.722, 2.107)  0.0019
C (2.345, 3.138, -0.660)  0.0342
C (-3.092, -0.128, 1.605)  0.0016
C (-0.908, 0.322, 3.408)  0.0027
C (-2.387, 2.496, 2.441)  0.0070
C (-1.042, 3.532, -2.572)  0.0200
C (-1.122, 4.291, 0.061)  0.0214
C (-3.080, 2.380, -1.056)  0.0081
H (0.167, 1.509, -2.683)  0.0122
H (1.446, -0.831, -1.058)  0.0070
H (3.338, 0.013, 0.129)  0.0003
H (3.362, 0.601, 1.831)  0.0003
H (4.163, 1.549, 0.554)  0.0005
H (1.800, 1.999, 2.922)  -0.0002
H (0.675, 3.220, 2.244)  0.0003
H (2.451, 3.473, 2.136)  -0.0003
H (2.637, 2.673, -1.611)  0.0000
H (3.223, 3.620, -0.211)  0.0039
H (1.573, 3.898, -0.843)  -0.0004
H (-3.866, 0.183, 2.321)  -0.0003
H (-2.820, -1.172, 1.802)  0.0001
H (-3.487, -0.045, 0.584)  0.0000
H (-1.365, 0.874, 4.243)  0.0002
H (0.181, 0.462, 3.450)  0.0003
H (-1.143, -0.744, 3.529)  0.0002
H (-2.966, 2.260, 3.346)  0.0003
H (-3.065, 2.931, 1.699)  0.0000
H (-1.620, 3.234, 2.709)  -0.0001
H (-1.628, 4.460, -2.629)  0.0008
H (-1.398, 2.872, -3.366)  0.0013
H (0.002, 3.786, -2.782)  0.0002
H (-1.117, 5.143, -0.634)  0.0019
H (-0.184, 4.320, 0.628)  -0.0004
H (-1.958, 4.422, 0.756)  0.0005
H (-3.487, 2.965, -1.892)  0.0002
H (-3.628, 2.629, -0.141)  0.0002
H (-3.230, 1.315, -1.278)  -0.0004
C (1.328, -3.600, -2.573)  0.2287
C (0.108, -2.944, -2.811)  0.0780
C (-1.043, -3.667, -3.114)  0.0689
C (-0.983, -5.055, -3.269)  0.2424
C (0.241, -5.724, -3.062)  0.0413
C (1.388, -4.997, -2.718)  0.0639
S (2.767, -2.679, -2.125)  0.2338
H (2.937, -3.051, -0.877)  0.0244
H (0.078, -1.855, -2.732)  0.0015
H (-1.988, -3.114, -3.231)  0.0009
H (-1.871, -5.603, -3.598)  0.0086
H (0.267, -6.810, -3.187)  -0.0004
H (2.355, -5.488, -2.562)  0.0006
C (1.857, -3.538, 2.879)  0.0009
N (0.952, -2.845, 1.979)  0.0088
C (-0.169, -3.342, 1.324)  0.0016
C (-0.675, -2.334, 0.563)  0.0054
N (0.113, -1.215, 0.778)  0.0283
C (1.083, -1.539, 1.627)  0.0153
H (1.416, -4.493, 3.171)  0.0001
H (2.823, -3.724, 2.386)  0.0003
H (2.029, -2.930, 3.779)  0.0002
H (-0.535, -4.338, 1.476)  0.0000
H (-1.507, -2.354, -0.129)  0.0000
H (1.885, -0.928, 2.023)  0.0008

Values from the calculation:
* HOMO energy (spin up / spin down): -20.669 / -20.347 eV
* LUMO energy (spin up / spin down): -13.273 / -15.121 eV
* largest force on an atom: 5.487 eV/A
* total energy: -66243.21101 eV
* net charge: +4
* 2S+1: 4
* relative energy (zero: lowest compared OMol25 entry of this formula, charge and spin): 98.2 kJ/mol
* <S²>: 3.7857